# C55H62IrN4OSSbSi

C55H62IrN4OSSbSi as an isolated structure at a distorted geometry (ωB97M-V with the def2-TZVPD basis set, the OMol25 dataset).

Values from the calculation:
2S+1   2
Total charge   +3
Kohn-Sham gap (spin up / spin down)   4.836 / 3.086 eV

XYZ file:
```
126
C55H62IrN4OSSbSi | the OMol25 dataset | ωB97M-V with the def2-TZVPD basis set
Ir 0.331 -0.439 0.176
C 0.710 -0.878 -3.134
C -0.794 -0.978 -2.851
N -1.083 -1.488 -1.505
C -1.075 -2.950 -1.369
C 0.314 -3.582 -1.290
S 1.506 -2.732 -0.171
C 2.827 -2.214 -1.330
C 2.775 -0.754 -1.791
N 1.407 -0.263 -1.997
H 0.853 -0.300 -4.052
H 1.122 -1.870 -3.315
H -1.254 -1.604 -3.623
H -1.224 0.027 -2.920
H -2.020 -1.180 -1.253
H -1.597 -3.421 -2.211
H -1.628 -3.194 -0.460
H 0.784 -3.659 -2.265
H 0.206 -4.591 -0.893
H 2.807 -2.910 -2.167
H 3.758 -2.378 -0.790
H 3.379 -0.673 -2.708
H 3.221 -0.121 -1.021
H 1.448 0.743 -2.148
C -1.886 -2.439 3.655
C -1.184 -2.181 2.475
N -1.001 -0.969 1.990
C -1.477 0.086 2.681
C -2.186 -0.074 3.895
C -2.407 -1.382 4.363
C -2.624 1.081 4.609
C -2.331 2.326 4.166
C -1.602 2.528 2.959
C -1.248 3.807 2.496
C -0.492 3.922 1.354
C -0.165 2.761 0.651
N -0.532 1.553 1.030
C -1.203 1.409 2.190
H -2.017 -3.455 3.993
H -0.753 -2.998 1.911
H -2.968 -1.542 5.273
H -3.176 0.942 5.525
H -2.639 3.194 4.728
H -1.554 4.680 3.051
H -0.155 4.884 1.001
H 0.443 2.813 -0.241
C -1.308 6.001 -2.278
C -2.241 5.672 -1.156
C -2.577 6.668 -0.240
C -3.442 6.430 0.811
C -4.015 5.177 0.965
C -3.690 4.170 0.076
C -2.815 4.419 -0.974
Sb -2.394 2.620 -2.128
C -4.337 1.826 -2.762
C -4.534 0.464 -2.588
C -5.751 -0.109 -2.908
C -6.776 0.695 -3.378
C -6.566 2.049 -3.550
C -5.343 2.649 -3.252
C -5.162 4.115 -3.472
C -0.866 2.791 -3.708
C 0.380 3.214 -3.262
C 1.449 3.285 -4.135
C 1.272 2.914 -5.457
C 0.030 2.490 -5.891
C -1.061 2.399 -5.027
C -2.368 1.889 -5.543
H -1.451 7.031 -2.598
H -1.468 5.352 -3.137
H -0.270 5.905 -1.959
H -2.150 7.653 -0.366
H -3.674 7.222 1.506
H -4.709 4.986 1.769
H -4.137 3.190 0.193
H -3.731 -0.153 -2.203
H -5.905 -1.171 -2.782
H -7.739 0.266 -3.610
H -7.366 2.671 -3.923
H -5.880 4.474 -4.204
H -4.155 4.345 -3.830
H -5.332 4.664 -2.545
H 0.511 3.522 -2.233
H 2.409 3.634 -3.786
H 2.099 2.956 -6.148
H -0.108 2.220 -6.926
H -2.367 1.872 -6.629
H -3.200 2.510 -5.216
H -2.546 0.870 -5.195
C 3.620 2.861 0.621
C 4.500 2.057 1.552
C 5.517 1.240 0.794
C 5.109 2.893 2.639
Si 3.160 0.691 2.437
O 2.135 0.349 1.321
C 4.305 -0.748 2.938
C 5.356 -0.590 3.827
C 6.066 -1.693 4.274
C 5.726 -2.959 3.826
C 4.672 -3.123 2.944
C 3.967 -2.018 2.494
C 2.462 1.480 4.026
C 1.842 2.723 4.022
C 1.361 3.284 5.193
C 1.480 2.594 6.387
C 2.078 1.347 6.404
C 2.561 0.792 5.231
H 4.244 3.560 0.060
H 2.883 3.440 1.171
H 3.106 2.215 -0.086
H 6.116 1.909 0.172
H 5.046 0.514 0.135
H 6.195 0.714 1.460
H 5.767 3.634 2.180
H 5.730 2.307 3.311
H 4.362 3.430 3.217
H 5.628 0.388 4.200
H 6.878 -1.556 4.971
H 6.289 -3.815 4.164
H 4.387 -4.108 2.606
H 3.135 -2.145 1.818
H 1.750 3.276 3.098
H 0.909 4.262 5.177
H 1.105 3.028 7.300
H 2.179 0.803 7.331
H 3.029 -0.180 5.264
```



# C55H63INO28S2

C55H63INO28S2 as an isolated structure at a distorted geometry (ωB97M-V with the def2-TZVPD basis set, the OMol25 dataset).

Values from the calculation:
Total charge   -1
Kohn-Sham gap   5.377 eV

XYZ file:
```
150
C55H63INO28S2 | the OMol25 dataset | ωB97M-V with the def2-TZVPD basis set
C -8.034 3.880 2.771
C -7.637 2.782 1.755
C -6.529 3.281 0.826
C -6.236 2.352 -0.359
C -6.001 0.867 0.020
C -4.696 0.253 -0.544
C -4.918 -1.138 -1.155
C -3.708 -2.072 -1.066
C -3.371 -2.507 0.369
C -2.040 -3.262 0.393
C -1.779 -4.051 1.675
C -1.126 -3.201 2.793
C 0.387 -3.418 2.866
C 1.027 -2.863 4.139
C 1.411 -1.380 4.039
C 2.558 -1.143 3.045
S 3.973 -0.299 3.763
O 3.993 1.022 3.172
O 3.839 -0.294 5.209
N 5.296 -1.164 3.484
S 5.545 -1.702 1.996
O 5.025 -3.051 1.827
O 5.181 -0.785 0.933
C 7.323 -1.871 2.016
C 7.794 -2.440 0.686
C 8.252 -1.396 -0.347
I 9.520 -3.710 1.142
H -9.082 4.154 2.654
H -7.411 4.766 2.659
H -7.919 3.513 3.792
H -8.501 2.482 1.162
H -7.296 1.918 2.326
H -5.610 3.481 1.384
H -6.890 4.228 0.411
H -7.093 2.408 -1.036
H -5.355 2.704 -0.897
H -6.854 0.290 -0.347
H -6.003 0.751 1.104
H -3.978 0.201 0.275
H -4.297 0.929 -1.302
H -5.771 -1.633 -0.684
H -5.162 -0.990 -2.211
H -3.905 -2.991 -1.621
H -2.826 -1.559 -1.463
H -4.174 -3.137 0.765
H -3.324 -1.618 1.004
H -1.230 -2.551 0.203
H -2.058 -3.958 -0.452
H -2.688 -4.542 2.028
H -1.077 -4.854 1.433
H -1.353 -2.152 2.586
H -1.580 -3.483 3.746
H 0.565 -4.497 2.819
H 0.861 -2.978 1.984
H 0.357 -3.008 4.992
H 1.940 -3.419 4.370
H 0.535 -0.812 3.710
H 1.655 -1.018 5.035
H 2.873 -2.078 2.583
H 2.222 -0.484 2.246
H 7.732 -0.890 2.249
H 7.521 -2.553 2.839
H 7.051 -3.101 0.251
H 9.163 -1.718 -0.844
H 7.458 -1.291 -1.088
H 8.432 -0.427 0.115
C -3.386 -5.513 -6.155
C -3.074 -5.179 -4.895
C -4.099 -5.159 -3.790
O -3.701 -4.858 -2.679
C -5.474 -5.486 -4.110
C -5.788 -5.817 -5.370
C -4.756 -5.862 -6.472
O -5.144 -6.192 -7.578
O -7.016 -6.132 -5.761
O -1.852 -4.840 -4.510
H -2.654 -5.532 -6.951
H -6.204 -5.453 -3.314
H -6.949 -6.329 -6.715
H -1.910 -4.648 -3.553
C 7.345 5.738 1.938
C 8.051 4.716 1.437
C 7.392 3.563 0.722
O 8.122 2.691 0.287
C 5.953 3.554 0.600
C 5.244 4.567 1.112
C 5.901 5.733 1.800
O 5.178 6.629 2.206
O 3.920 4.635 1.054
O 9.372 4.623 1.516
H 7.805 6.572 2.448
H 5.493 2.711 0.103
H 3.672 5.460 1.510
H 9.602 3.783 1.072
C -13.667 3.979 -0.807
C -12.517 4.374 -0.244
C -11.239 3.586 -0.393
O -10.243 4.037 0.142
C -11.269 2.351 -1.150
C -12.420 1.954 -1.710
C -13.693 2.754 -1.582
O -14.682 2.318 -2.141
O -12.543 0.840 -2.418
O -12.397 5.477 0.481
H -14.587 4.537 -0.708
H -10.352 1.786 -1.238
H -13.477 0.804 -2.704
H -11.461 5.518 0.758
C 1.640 7.941 -2.420
C 2.760 7.477 -1.846
C 3.426 6.202 -2.307
O 4.448 5.875 -1.738
C 2.813 5.450 -3.385
C 1.693 5.914 -3.953
C 1.042 7.201 -3.512
O 0.036 7.548 -4.105
O 1.062 5.297 -4.944
O 3.369 8.085 -0.841
H 1.157 8.853 -2.100
H 3.287 4.530 -3.695
H 0.289 5.854 -5.157
H 4.148 7.538 -0.615
C 9.840 -0.138 6.549
C 10.014 0.152 7.840
C 8.863 0.210 8.807
O 9.141 0.468 9.973
C 7.539 -0.034 8.312
C 7.332 -0.326 7.006
C 8.498 -0.408 6.038
O 8.283 -0.692 4.883
O 6.121 -0.543 6.550
O 11.199 0.412 8.391
H 10.661 -0.185 5.847
H 6.721 0.027 9.015
H 6.148 -0.745 5.584
H 11.006 0.581 9.334
C 3.981 -4.837 -7.202
C 2.829 -5.109 -7.828
C 1.510 -5.146 -7.099
O 0.515 -5.386 -7.764
C 1.500 -4.901 -5.675
C 2.651 -4.630 -5.041
C 3.970 -4.570 -5.774
O 4.961 -4.302 -5.124
O 2.725 -4.396 -3.742
O 2.742 -5.366 -9.128
H 4.931 -4.806 -7.717
H 0.549 -4.947 -5.164
H 3.664 -4.223 -3.537
H 1.794 -5.522 -9.304
```



So what do the calculations give for energy? Going down the list: -3458.6753, -5389.1894 Ha.